Entry 1:
The following is a quantum chemistry calculation of 2 unconnected molecules or ions with the total composition C8H9FN, from OMol25.

* HOMO: -14.83 eV
* Kohn-Sham gap: 8.54 eV

ORCA input file:
```
! wB97M-V def2-TZVPD RIJCOSX def2/J DEFGRID3
* xyz 1 1
C 3.561 0.156 -0.146
C 3.000 -1.075 -0.308
C 2.794 1.264 0.155
C 1.601 -1.224 -0.242
C 1.434 1.137 0.351
C 1.017 -0.101 0.123
C -2.760 -0.584 0.211
C -4.136 0.037 -0.053
N -1.642 0.016 0.142
F -1.739 1.308 -0.332
H 4.574 0.169 -0.297
H 3.418 -2.028 -0.635
H 3.065 2.329 0.310
H 1.214 -2.101 -0.528
H 0.751 2.002 0.620
H -2.640 -1.659 0.608
H -3.996 0.837 -0.649
H -4.891 -0.760 -0.296
H -4.624 0.278 0.966
*
```


Entry 2:
The following is a quantum chemistry calculation of a molecular structure, C4H8N3O, from OMol25.

* HOMO: -13.81 eV
* Kohn-Sham gap: 8.81 eV

ORCA input file:
```
! wB97M-V def2-TZVPD RIJCOSX def2/J DEFGRID3
* xyz 1 1
C -2.463 0.255 -0.709
C 1.338 1.142 -0.268
C 1.893 -0.119 -0.133
C -0.016 -1.596 0.811
N -1.902 -0.861 -0.551
N -0.818 0.599 0.718
N -0.953 -0.704 0.451
O -1.990 1.135 0.209
H -3.264 0.536 -1.394
H 1.698 2.006 0.430
H 0.164 1.099 0.113
H 1.175 1.405 -1.341
H 1.896 -0.741 -1.097
H 2.495 -0.357 0.746
H 0.903 -1.132 1.223
H -0.156 -2.668 0.794
*
```


Entry 3:
The following is a quantum chemistry calculation of a molecular structure, C47H39F5N3OPSeZr, from OMol25.

* HOMO: -7.09 eV
* Kohn-Sham gap: 7.33 eV

ORCA input file:
```
! wB97M-V def2-TZVPD RIJCOSX def2/J DEFGRID3
* xyz 0 1
Zr 0.283 0.102 0.447
C -1.266 1.133 3.144
N -0.582 1.680 1.948
C 0.523 2.555 2.429
C -1.456 2.491 1.094
C -2.587 3.107 1.588
C -3.407 3.855 0.750
C -3.076 3.957 -0.587
C -1.933 3.345 -1.088
C -1.074 2.627 -0.259
N 0.065 1.905 -0.656
C 0.764 2.099 -1.850
C 0.703 3.214 -2.689
C 1.454 3.278 -3.856
C 2.311 2.249 -4.205
C 2.467 1.184 -3.326
C 1.717 1.115 -2.168
N 2.032 0.143 -1.112
C 3.084 0.801 -0.265
C 2.572 -1.138 -1.611
H -1.455 1.924 3.872
H -0.619 0.393 3.600
H -2.207 0.672 2.862
H 0.102 3.379 3.010
H 1.076 2.962 1.588
H 1.182 1.979 3.061
H -2.855 2.997 2.630
H -4.296 4.333 1.142
H -3.726 4.500 -1.265
H -1.742 3.379 -2.150
H 0.088 4.056 -2.417
H 1.369 4.152 -4.492
H 2.888 2.291 -5.120
H 3.195 0.413 -3.547
H 3.939 1.078 -0.883
H 3.406 0.120 0.514
H 2.683 1.707 0.180
H 3.601 -1.012 -1.949
H 1.961 -1.491 -2.436
H 2.546 -1.863 -0.805
O 0.495 -1.845 0.465
C -0.858 -1.748 0.195
C -1.833 -1.752 1.297
C -1.618 -2.295 2.565
C -2.602 -2.196 3.537
C -3.796 -1.539 3.264
C -4.008 -0.965 2.016
C -3.046 -1.079 1.012
P -2.909 -0.067 -0.502
C -4.622 0.270 -1.099
C -4.773 1.290 -2.042
C -6.005 1.564 -2.620
C -7.124 0.828 -2.255
C -6.994 -0.191 -1.321
C -5.755 -0.473 -0.755
C -2.416 -1.307 -1.800
C -1.889 -0.572 -2.999
C -0.975 -1.119 -3.798
C -0.472 -2.511 -3.571
C -1.349 -4.111 -2.307
C -2.366 -3.458 -1.343
H -0.677 -2.792 2.770
H -2.436 -2.628 4.518
H -4.554 -1.450 4.033
H -4.911 -0.395 1.846
H -3.910 1.882 -2.326
H -6.091 2.357 -3.354
H -8.088 1.040 -2.701
H -7.859 -0.779 -1.034
H -5.677 -1.292 -0.055
H -2.253 0.433 -3.202
H -0.594 -0.559 -4.648
H 0.452 -2.677 -4.126
H -1.081 -5.145 -2.102
H -2.723 -4.072 -0.516
C -2.877 -3.390 -4.265
C -3.761 -2.841 -3.437
C -3.404 -2.528 -2.017
C -1.376 -2.257 -1.131
C -0.361 -2.936 -2.080
C -1.493 -3.723 -3.806
H -3.143 -3.596 -5.298
H -4.756 -2.577 -3.784
H -4.309 -2.425 -1.421
H 0.626 -3.083 -1.659
H -1.049 -4.468 -4.464
F 7.007 0.901 5.238
C 5.853 0.571 4.663
C 5.256 1.417 3.755
F 5.840 2.578 3.448
C 4.057 1.059 3.168
F 3.556 1.943 2.293
C 3.405 -0.137 3.438
Se 1.815 -0.821 2.613
C 4.043 -0.960 4.361
F 3.509 -2.136 4.702
C 5.237 -0.624 4.967
F 5.804 -1.450 5.847
*
```